Record 1
Formula: C6H68NO28
Source: OMol25
Level of theory: the ωB97M-V functional and the def2-TZVPD basis

```
! RIJCOSX wB97M-V def2-TZVPD def2/J DEFGRID3
* xyz 1 1
C -3.97265 0.29434 2.93267
O -2.68765 0.45734 2.34167
C -2.19565 -0.20166 1.17767
C -0.72065 -0.30666 1.22967
N -0.14365 -0.35566 -0.12633
H -0.31465 -1.25666 -0.68933
H -0.42465 0.41234 -0.69633
C 1.30535 -0.30666 -0.31333
C 1.82635 -0.43566 -1.85533
O 3.07435 0.18034 -1.98233
C 3.65635 0.22134 -3.29733
H -4.39065 -0.74766 3.28167
H -4.58965 0.34434 1.92267
H -4.09265 1.16634 3.76767
H -2.39265 0.19434 0.21467
H -2.65365 -1.42066 1.08167
H -0.45565 -1.40566 1.80167
H -0.39665 0.43034 1.74067
H 1.69035 -1.18566 0.45167
H 1.85335 0.74834 0.20267
H 1.14235 0.05334 -2.55433
H 1.85835 -1.45766 -2.15533
H 3.63935 -0.70366 -3.75833
H 4.81035 0.44834 -3.24533
H 3.45235 1.02534 -4.02733
O 4.41635 -2.72366 1.16567
H 4.45935 -1.73366 1.16467
H 5.19635 -3.21866 1.57467
O -0.15165 -3.13466 -0.20333
H 0.14135 -3.80466 -0.95033
H 0.34935 -3.27366 0.50367
O 4.85435 1.61434 -0.14133
H 4.59835 1.07134 0.58067
H 4.26235 1.33634 -0.90733
O -7.15765 1.20234 0.41067
H -7.29065 0.77734 1.12467
H -6.92765 1.98834 0.77367
O 2.62035 -3.61366 -3.86333
H 1.80035 -3.06766 -3.90233
H 3.31335 -3.46266 -3.13933
O 6.67835 3.56134 -2.32633
H 6.36635 2.97434 -2.92133
H 6.14435 3.27934 -1.60433
O 1.84935 -3.91566 1.84467
H 1.47135 -3.50366 2.61567
H 2.74135 -3.62966 1.53967
O 2.94835 3.72234 -2.42133
H 2.83235 3.62134 -3.37333
H 3.47635 4.39934 -2.15233
O 2.51135 0.96334 -6.62233
H 3.18235 0.48734 -6.69433
H 1.78235 0.34334 -7.01433
O -1.56465 -2.57766 4.73367
H -1.47565 -1.58866 4.56567
H -1.60665 -2.74566 5.68167
O -5.04065 -2.83466 0.10767
H -5.67465 -3.70066 0.01767
H -4.23165 -3.03766 0.84067
O -3.92465 2.29234 -1.15633
H -4.39065 2.48134 -2.03533
H -4.12565 1.36934 -1.12033
O -2.91565 3.44734 1.35967
H -2.46465 4.16834 0.75967
H -3.31165 2.88534 0.67967
O -0.69865 -0.04966 4.30167
H -1.19965 0.44234 3.68567
H -0.73365 0.65234 4.97767
O -2.08065 -1.33966 -2.18833
H -2.08865 -0.53266 -2.61733
H -2.34665 -1.75566 -2.98633
O -3.40065 -3.67466 2.24267
H -2.73665 -3.52966 2.88767
H -4.23665 -4.03066 2.80367
O -2.84865 3.29434 5.61567
H -3.73165 3.17534 5.25367
H -2.94465 3.09234 6.57367
O 6.43335 1.08134 -4.46633
H 6.69535 0.32934 -3.96133
H 6.95835 1.77934 -4.11033
O 1.16435 -2.35466 4.37267
H 0.22235 -2.58466 4.24867
H 1.30535 -2.58566 5.20067
O -0.00865 -2.37066 -4.15533
H -0.92065 -2.49966 -4.00433
H 0.13835 -1.84766 -4.93433
O 2.23835 3.36434 -5.12633
H 2.56335 2.49034 -5.38233
H 1.93335 3.80934 -5.81533
O 4.56335 -0.00966 1.81167
H 3.73635 -0.15766 2.31767
H 5.20235 -0.13266 2.51767
O -0.59465 2.30934 -0.98233
H -0.40265 2.56334 -1.97533
H -1.38565 2.53434 -0.77333
O 1.95535 -0.16166 3.02267
H 1.50435 -0.61566 3.73167
H 1.92235 0.70034 3.35667
O -5.01665 -0.21466 -0.73233
H -5.78665 0.30634 -0.45733
H -5.19465 -1.20466 -0.58433
O -4.77465 3.73934 3.56767
H -4.33465 3.66434 2.66367
H -5.68965 3.71234 3.15867
*
```

As for the energy above the lowest of the compared OMol25 structures with the same formula, charge and spin: 154.3 kJ/mol. As for the molar mass: 602.59 Da. Its gap between HOMO and LUMO is 9.50 eV.

=====

Record 2
Formula: C6H6AuCl2N2O3Sm
Source: OMol25
Level of theory: the ωB97M-V functional and the def2-TZVPD basis

```
! RIJCOSX wB97M-V def2-TZVPD def2/J DEFGRID3
* xyz 4 8
Au 2.91660 -1.56449 -4.66251
Sm 0.98295 0.71615 -0.77300
Cl 0.06930 2.40604 -2.44346
Cl 2.55440 -1.03415 -2.32783
C -0.44262 -1.21533 -1.22687
C 2.66771 -0.16317 -6.00795
C 3.20267 -2.48938 -6.34677
O -0.97568 -2.22010 -1.44335
O 2.26324 0.70603 -6.64655
O 3.21083 -2.91790 -7.41774
C -1.46204 -0.53008 4.12522
N -1.27780 0.69964 3.31942
C -2.02297 1.92153 3.74238
C -0.56075 0.71833 2.25545
N 0.07882 0.79475 1.25622
H -2.12305 -0.25399 4.94428
H -0.50459 -0.90278 4.50767
H -1.94675 -1.32185 3.54550
H -1.33000 2.75252 3.94650
H -2.75787 2.25060 2.98869
H -2.54240 1.64764 4.66468
*
```

As for the expectation value of S²: 15.789. As for the molar mass: 572.36 Da. Its gap between HOMO and LUMO (alpha / beta) is 7.52 / 4.71 eV.

=====

Record 3
Formula: C6H6BINO5
Source: OMol25
Level of theory: the ωB97M-V functional and the def2-TZVPD basis

```
! RIJCOSX wB97M-V def2-TZVPD def2/J DEFGRID3
* xyz -1 1
N -1.65594 2.91188 -0.50941
C -0.74549 2.23192 0.03298
C 0.37903 1.48275 -0.74366
C -0.12121 0.03549 -0.88094
C -0.00507 -0.87216 0.12609
B 0.67147 -0.72457 1.60854
O 2.08467 -1.06201 1.80051
O 0.00448 -0.26108 2.72974
C -0.69375 -2.11319 -0.53580
O -0.90868 -3.11615 0.11177
O -0.93575 -1.86603 -1.85387
C -0.78490 -0.49927 -2.11651
O -1.09643 0.05959 -3.10482
H -1.49518 2.88986 -1.52379
H -0.71373 2.08277 1.12977
H 1.30862 1.53222 -0.14890
H 0.49463 1.98418 -1.71910
H 2.44652 -1.10416 0.90421
H 0.64621 -0.30697 3.45346
I 1.12049 -3.28507 1.23974
*
```

As for the molar mass: 309.83 Da. Its gap between HOMO and LUMO is 5.33 eV.

=====

Record 4
Formula: C6H6BrIN4
Source: OMol25
Level of theory: the ωB97M-V functional and the def2-TZVPD basis

```
! RIJCOSX wB97M-V def2-TZVPD def2/J DEFGRID3
* xyz 2 1
N 0.48211 0.24834 2.47897
C 0.83716 -0.12526 1.03111
Br 2.52291 0.99102 0.46531
N 1.05130 -1.49958 0.93917
C 0.46820 -2.02390 -0.06955
I 0.73581 -3.95364 -0.67019
C -0.30267 -0.84020 -0.86974
C -0.73746 -0.58718 -2.18961
N -1.08472 0.59506 -2.65175
C -1.13442 1.56916 -1.76097
C -0.78424 1.35346 -0.41470
N -0.29771 0.17534 0.01845
H 1.20310 -0.38355 2.97160
H -0.56948 -0.07960 2.68057
H 0.69218 1.26784 2.68641
H -0.90670 -1.32966 -2.96327
H -1.53755 2.51666 -1.97438
H -0.63781 2.10568 0.29256
*
```

As for the energy above the lowest of the compared OMol25 structures with the same formula, charge and spin: 0.0 kJ/mol. As for the SMILES: [NH3+][C@@]1(Br)N=C(I)c2cncc[n+]21. As for the molar mass: 340.95 Da. Its gap between HOMO and LUMO is 7.23 eV.

=====

Record 5
Formula: C6H6BrN3O2S
Source: OMol25
Level of theory: the ωB97M-V functional and the def2-TZVPD basis

```
! RIJCOSX wB97M-V def2-TZVPD def2/J DEFGRID3
* xyz 0 1
C 1.58654 -0.93117 -3.20796
O 1.22107 -0.43954 -1.99014
C 0.10513 -0.75044 -1.35670
O -0.82791 -1.40321 -1.72908
N 0.01609 0.11151 -0.22351
N 1.15207 0.74910 0.27846
C 1.01981 0.85576 1.53117
C -0.22192 0.17039 2.14808
N -1.02555 1.00315 2.95652
C -2.10861 1.36763 2.42800
Br -3.25919 2.59959 3.14335
S -2.56135 0.74108 0.80081
C -0.96408 -0.23840 0.77471
H 0.87472 -1.45223 -3.73658
H 2.39862 -1.63204 -3.25056
H 2.04627 -0.00337 -3.78627
H 1.72357 1.30681 2.24921
H 0.18189 -0.81696 2.48600
H -1.35717 -1.23767 0.48448
*
```

As for the energy above the lowest of the compared OMol25 structures with the same formula, charge and spin: 14.7 kJ/mol. As for the SMILES: COC(=O)N1N=C[C@H]2N=C(Br)S[C@H]21. As for the molar mass: 264.10 Da. Its gap between HOMO and LUMO is 9.97 eV.

=====

Record 6
Formula: C6H6BrNO
Source: OMol25
Level of theory: the ωB97M-V functional and the def2-TZVPD basis

```
! RIJCOSX wB97M-V def2-TZVPD def2/J DEFGRID3
* xyz 0 1
C -1.37800 0.36069 -1.42196
C -2.16969 -0.31590 -0.53457
C -0.24285 0.66931 -0.77443
C -1.43888 -0.44066 0.59716
C 2.42311 -0.72915 0.34255
C 0.78979 0.28179 1.32586
N -0.22629 0.05481 0.41159
O 2.67120 -1.85805 0.35957
Br 3.27405 0.65109 -0.85260
H -1.54011 0.57291 -2.45754
H -3.11671 -0.70600 -0.89043
H 0.70870 0.99921 -1.15213
H -1.75906 -0.90392 1.55179
H 0.71959 0.13622 2.39469
H 1.28515 1.22765 1.10043
*
```

As for the energy above the lowest of the compared OMol25 structures with the same formula, charge and spin: 191.5 kJ/mol. As for the molar mass: 188.02 Da. Its gap between HOMO and LUMO (alpha / beta) is 8.18 / 8.18 eV.

=====

Record 7
Formula: C6H6Cl2
Source: OMol25
Level of theory: the ωB97M-V functional and the def2-TZVPD basis

```
! RIJCOSX wB97M-V def2-TZVPD def2/J DEFGRID3
* xyz 0 1
C -0.65708 -1.06171 0.00363
C -0.12600 -0.01006 1.04570
C 1.35768 -0.09754 0.64771
C 1.33518 -0.11358 -0.67985
C -0.13652 0.02699 -0.99266
C -0.53417 1.11498 0.06658
H -0.14120 -1.99981 -0.00915
H -0.43295 -0.00643 2.06757
H 2.22995 -0.02809 1.29488
H 2.16163 -0.15101 -1.41778
H -0.49471 0.10686 -2.03056
H 0.03294 2.03792 0.00616
Cl -2.41178 -1.53815 0.00332
Cl -2.18297 1.71962 -0.00554
*
```

As for the energy above the lowest of the compared OMol25 structures with the same formula, charge and spin: 147.6 kJ/mol. As for the molar mass: 149.02 Da. Its gap between HOMO and LUMO is 10.68 eV.

=====

Record 8
Formula: C6H6Cl2
Source: OMol25
Level of theory: the ωB97M-V functional and the def2-TZVPD basis

```
! RIJCOSX wB97M-V def2-TZVPD def2/J DEFGRID3
* xyz 0 1
C 0.71006 2.51707 1.03723
C 0.36125 1.47929 0.46533
C -0.61691 -0.08622 -1.59374
C -0.12880 0.38934 -0.26323
C -1.46852 -0.28216 -0.38628
C 1.44724 -1.40272 0.78767
Cl -1.72268 -1.89618 0.23916
Cl -2.94350 0.84158 -0.08042
H 1.04747 3.18710 1.78423
H -1.09630 0.64648 -2.26704
H -0.29382 -0.97974 -2.12390
H 2.25597 -0.85292 0.25710
H 0.92160 -2.23694 0.23089
H 1.52693 -1.32400 1.91302
*
```

As for the energy above the lowest of the compared OMol25 structures with the same formula, charge and spin: 609.4 kJ/mol. As for the molar mass: 149.02 Da. Its gap between HOMO and LUMO (alpha / beta) is 8.47 / 7.71 eV.

=====

Record 9
Formula: C6H6ClF
Source: OMol25
Level of theory: the ωB97M-V functional and the def2-TZVPD basis

```
! RIJCOSX wB97M-V def2-TZVPD def2/J DEFGRID3
* xyz 0 1
F -0.87487 1.91874 -0.18497
C 0.06374 0.91307 -0.14414
C 1.36010 1.26218 0.10587
C 2.35648 0.17435 0.28219
C 1.88040 -1.24709 -0.21181
C 0.35436 -1.44990 -0.11958
C -0.50139 -0.42361 -0.08018
Cl -2.19333 -0.55352 0.13181
H 1.65384 2.28315 0.16758
H 3.32455 0.39709 -0.20728
H 2.52323 0.06801 1.31898
H 2.41233 -2.09256 0.37426
H 2.20982 -1.40258 -1.24692
H -0.04541 -2.48603 0.02314
*
```

As for the energy above the lowest of the compared OMol25 structures with the same formula, charge and spin: 20.9 kJ/mol. As for the SMILES: FC1=CCCC=C1Cl. As for the molar mass: 132.56 Da. Its gap between HOMO and LUMO is 9.12 eV.

=====

Record 10
Formula: C6H6ClF
Source: OMol25
Level of theory: the ωB97M-V functional and the def2-TZVPD basis

```
! RIJCOSX wB97M-V def2-TZVPD def2/J DEFGRID3
* xyz 0 1
C -0.22128 -0.33672 0.47099
C 0.93328 -0.75940 -0.47430
C -0.07919 -1.16019 -1.55402
C -0.78984 0.11369 -1.03643
C 0.26290 1.18122 -1.38734
C 1.37888 0.63328 -0.95594
H 1.63327 -1.54794 -0.17845
H 0.34268 -1.14128 -2.57416
H -0.72882 -1.99658 -1.32979
H -1.82660 0.19804 -1.33048
H 0.08789 2.20704 -1.75965
H 2.41463 1.06788 -1.00653
F -0.94799 -1.39766 0.97093
Cl -0.13527 0.92709 1.70958
*
```

As for the energy above the lowest of the compared OMol25 structures with the same formula, charge and spin: 134.6 kJ/mol. As for the molar mass: 132.56 Da. Its gap between HOMO and LUMO is 10.60 eV.